No. 1
186
Properties=species:S:1:pos:R:3:mulliken_charge:R:1 method="wB97M-V/def2-TZVPD" lumo_ev=-3.15 total_charge=+1 energy_ha=-3544.38764 de_lowest_kcal_mol=0.0
Zr -2.3669 2.6802 -0.7712 0.176
C -3.5480 3.3073 3.2469 -0.643
C -2.3718 4.2807 3.1481 1.160
C -1.8636 4.4605 4.5862 -0.983
C -0.5070 5.0967 4.6749 -1.159
C 0.5007 4.3558 3.8238 -0.785
C 0.0379 4.1311 2.3808 1.740
N -1.3174 3.6938 2.3793 -0.052
O -1.7496 3.2715 1.2516 1.744
C 1.0039 3.0951 1.8613 -0.098
C 0.2445 5.4343 1.5930 -1.635
C -2.8592 5.6271 2.6395 -1.671
H -4.1850 3.5775 4.0869 0.647
H -3.2100 2.2813 3.3695 -0.967
H -4.1361 3.3625 2.3209 0.026
H -1.9058 3.5264 5.1554 0.267
H -2.5720 5.1303 5.0909 0.513
H -0.2245 5.1665 5.7284 0.467
H -0.5564 6.1371 4.3336 0.420
H 0.8396 3.4379 4.3208 0.134
H 1.3973 4.9907 3.8210 0.359
H 0.9172 2.1341 2.3641 -1.312
H 1.9921 3.5309 1.9770 0.871
H 0.8472 2.9349 0.7869 -0.682
H -0.3055 5.3905 0.6438 -0.037
H 1.2960 5.5963 1.3531 0.493
H -0.1350 6.3073 2.1241 0.347
H -3.0525 5.5655 1.5556 0.166
H -2.1718 6.4642 2.7381 0.323
H -3.8089 5.8838 3.1166 0.461
C -1.0837 -1.9224 -0.1384 1.141
C -0.1734 -0.8264 0.4300 2.688
C 1.2028 -1.4154 0.6691 -0.092
C 1.9666 -1.5642 -0.6420 0.268
C 2.0275 -0.1896 -1.3173 -0.569
C 0.6690 0.4143 -1.5870 2.417
N -0.1456 0.3289 -0.4094 0.305
O -1.3463 0.8046 -0.5829 3.468
C 0.0844 -0.2541 -2.8141 0.786
C 0.9334 1.8715 -1.8910 -1.785
C -0.7592 -0.4699 1.7739 0.328
H -2.1080 -1.5565 -0.2059 -1.639
H -1.0898 -2.8114 0.5040 0.027
H -0.7885 -2.2332 -1.1455 -0.452
H 1.0260 -2.4067 1.1040 -0.406
H 1.7286 -0.8284 1.4305 -0.404
H 1.4962 -2.3274 -1.2697 -0.926
H 2.9991 -1.8394 -0.4397 0.551
H 2.5448 -0.3396 -2.2761 -0.139
H 2.6919 0.4388 -0.7170 -0.044
H -1.0101 -0.1767 -2.7931 -0.612
H 0.3085 -1.3283 -2.8444 -0.719
H 0.4502 0.1646 -3.7544 -0.408
H 1.6133 2.3415 -1.1781 0.130
H 0.0361 2.4890 -1.9302 -0.116
H 1.3933 2.0115 -2.8793 -0.418
H -1.7615 -0.0471 1.6781 -0.956
H -0.2226 0.3983 2.1838 -0.482
H -0.6874 -1.3018 2.4646 0.023
F -0.9963 4.1477 -1.2199 -0.784
C -1.0282 3.1306 -3.9491 -1.403
O -1.8389 2.3606 -3.0273 0.226
H -0.1934 2.5233 -4.2979 0.303
H -1.6562 3.4487 -4.7809 0.409
H -0.6146 4.0001 -3.4495 0.231
H -2.2435 1.6499 -3.6202 -0.117
C 2.9700 -3.5245 4.0646 -0.173
O 2.8548 -2.7836 5.2745 -0.555
H 2.7152 -4.5664 4.2323 0.374
H 2.3343 -3.0694 3.3034 -0.295
H 3.9800 -3.4539 3.6370 0.420
H 3.2550 -3.2991 5.9787 0.278
C -5.2484 1.5089 -2.1152 -1.044
O -3.8650 1.2525 -1.8183 1.039
H -5.3464 2.0838 -3.0424 0.237
H -5.7904 0.5717 -2.2432 0.259
H -5.7539 2.0746 -1.3274 0.285
H -3.7655 0.2302 -1.9770 -0.096
C 2.6332 -1.3258 -5.9567 -0.383
O 1.5420 -2.2131 -5.8845 -0.542
H 3.6025 -1.8397 -5.9944 0.314
H 2.5175 -0.6663 -6.8088 0.388
H 2.7271 -0.6621 -5.0759 -0.107
H 1.6916 -2.7944 -5.1242 0.308
C 2.5581 5.1567 -1.5477 -0.059
O 1.3830 5.4246 -2.3133 -0.566
H 2.7554 5.9174 -0.7724 0.324
H 2.3428 4.2416 -0.9782 -0.131
H 3.4380 5.0851 -2.1639 0.278
H 0.6257 5.0992 -1.8189 0.257
C 1.3702 0.4062 4.5188 1.018
O 0.8111 -0.7647 5.0076 -0.584
H 0.5842 1.1417 4.2900 -0.833
H 1.9724 0.9491 5.2573 0.441
H 1.8831 0.2775 3.5628 -0.249
H 1.5154 -1.4442 4.9655 0.148
C -2.1013 -0.1950 -5.5957 -0.047
O -2.9682 0.3813 -4.6002 -0.541
H -1.0938 -0.1034 -5.2025 -0.165
H -2.3094 -1.2605 -5.6453 0.079
H -2.1807 0.3321 -6.5397 0.395
H -3.8796 0.2214 -4.8611 0.256
C -4.4489 -2.1816 -1.3429 -0.270
O -3.5928 -1.3320 -2.1503 -0.506
H -3.8681 -3.0255 -0.9459 -0.191
H -4.8667 -1.6253 -0.5052 0.190
H -5.2855 -2.6168 -1.9109 0.391
H -2.9480 -1.9167 -2.6192 0.216
C -2.2448 -3.8335 -4.6054 -1.181
O -1.9212 -2.9492 -3.5537 0.042
H -2.3687 -4.8592 -4.2240 0.308
H -3.2131 -3.5895 -5.0417 0.410
H -1.4736 -3.8466 -5.3778 0.284
H -0.9910 -3.0997 -3.2634 -0.227
C 5.5138 1.8381 -1.3580 -0.156
O 5.0659 3.0693 -1.9071 -0.462
H 4.8705 0.9881 -1.6536 -0.084
H 6.5311 1.5701 -1.6805 0.443
H 5.5049 1.9084 -0.2747 0.050
H 5.0948 3.0531 -2.8656 0.271
C -2.3429 -5.4581 -0.1038 -0.435
O -2.9574 -5.1002 1.1371 -0.655
H -1.5845 -6.2068 0.1049 0.426
H -3.0658 -5.9413 -0.7762 0.446
H -1.9595 -4.5798 -0.6352 -0.124
H -3.8491 -4.7937 0.9459 0.283
C 4.2275 1.8419 2.4509 -0.225
O 5.5647 1.8309 2.9373 -0.568
H 4.0945 2.6293 1.7228 0.219
H 3.9642 0.8780 1.9828 -0.123
H 3.5491 1.9229 3.3043 0.379
H 5.5251 1.4310 3.8103 0.343
C 5.6471 -1.4074 2.1862 -0.118
O 6.6033 -2.4539 1.7643 -0.608
H 6.0740 -0.7701 2.9593 0.462
H 5.5391 -0.7357 1.3202 0.075
H 4.7553 -1.9735 2.4214 -0.126
H 7.4869 -2.0647 1.7791 0.317
C 1.7569 -5.0233 0.3972 0.137
O 1.5823 -5.5828 1.6548 -0.672
H 2.3774 -4.1148 0.4826 -0.002
H 2.2984 -5.7499 -0.2115 0.412
H 0.8377 -4.7264 -0.1274 -0.229
H 0.7797 -5.2512 2.1332 0.465
C -0.8541 -4.0905 4.0679 -0.461
O -0.7846 -4.5512 2.7487 -0.597
H -0.2026 -4.6920 4.6996 0.340
H -0.4804 -3.0581 4.1290 0.093
H -1.8704 -4.0687 4.4612 0.318
H -1.6817 -4.5993 2.3522 0.230
C -4.2533 -2.1732 2.3065 -0.046
O -4.3634 -1.5024 3.5448 -0.593
H -3.7133 -1.5678 1.5718 -0.053
H -3.7134 -3.1200 2.4413 0.245
H -5.2690 -2.4451 2.0171 0.338
H -3.4660 -1.4001 3.9697 0.406
C -2.3046 0.6570 5.1464 -0.035
O -2.0371 -0.6897 4.7483 -0.576
H -1.7009 1.3986 4.6021 -0.473
H -3.3471 0.8806 4.9092 0.503
H -2.1455 0.7947 6.2218 0.341
H -1.0599 -0.7981 4.7143 0.039
C -4.1905 0.6814 1.2597 -0.198
O -4.0751 2.0594 0.7364 -0.765
H -3.3738 0.0550 0.9251 -1.417
H -4.2038 0.6494 2.3596 0.661
H -5.1604 0.2314 0.9910 0.702
H -4.9449 2.4383 0.9482 0.375
C 1.7842 2.2765 -5.8115 0.309
O 1.8443 3.2746 -6.8295 -0.587
H 2.4912 1.4983 -6.0899 0.157
H 2.1734 2.6684 -4.8561 0.243
H 0.7922 1.8429 -5.6570 -0.189
H 1.0408 3.8041 -6.7916 0.329
C 0.3151 -5.6431 -2.9580 -0.879
O 0.5043 -4.2059 -3.0295 -0.128
H -0.0433 -5.9375 -1.9673 0.070
H -0.3714 -5.9963 -3.7241 0.341
H 1.2793 -6.1386 -3.1259 0.400
H 1.4826 -4.0422 -2.9156 0.082
C 4.2281 -2.8210 -2.8343 -0.388
O 3.1404 -3.6325 -3.3483 -0.394
H 5.0947 -2.9389 -3.4771 0.411
H 3.8836 -1.7788 -2.8984 -0.127
H 4.4057 -2.9024 -1.7584 0.315
H 3.4747 -4.4954 -3.6238 0.210



No. 2
73
Properties=species:S:1:pos:R:3:mulliken_charge:R:1 method="wB97M-V/def2-TZVPD" lumo_ev="-5.36 / -5.38" total_charge=+1 energy_ha=-2396.02588 spin_multiplicity=2 de_lowest_kcal_mol=80.9
Ir 0.1463 -0.3365 0.0405 0.657
C -5.4047 -3.7029 0.9740 -0.626
C -5.9203 -2.8378 0.0132 -0.568
C -5.1468 -1.8275 -0.5466 -0.522
C -3.8458 -1.7177 -0.1032 0.266
C -2.8279 -0.7050 -0.3289 -0.252
N -3.0066 0.4507 -0.8402 -0.332
C -2.1008 1.4282 -0.6068 -0.198
C -2.0582 2.1957 0.6088 1.019
C -2.8390 2.1945 1.7600 -0.717
C -2.3600 2.8849 2.8587 -0.645
C -1.1372 3.5653 2.8244 -0.707
C -0.3499 3.5817 1.6887 -0.669
C -0.8151 2.8922 0.5727 0.867
C -0.1972 2.5065 -0.6644 -0.051
N 1.0987 2.7691 -0.9610 -0.322
C 2.0050 2.0068 -0.4860 -0.669
N 1.7435 0.8386 0.2307 0.192
C 2.8509 0.5349 0.9720 0.442
N 2.9102 -0.3243 1.9494 -0.644
C 1.9268 -1.1028 2.3467 0.067
N 0.7192 -1.2663 1.7111 0.089
C -0.0179 -2.1956 2.4084 0.157
N -1.2144 -2.6405 2.0864 -0.633
C -1.9627 -2.1678 1.1323 0.502
N -1.6684 -1.0886 0.3405 -0.057
C -3.3146 -2.6059 0.8530 0.165
C -4.0899 -3.6104 1.4064 -0.300
C 0.7196 -2.6096 3.5690 0.178
C 0.4034 -3.4517 4.6288 -0.247
C 1.3472 -3.5982 5.6337 -0.624
C 2.5668 -2.9201 5.5933 -0.631
C 2.8880 -2.0676 4.5481 -0.231
C 1.9539 -1.9184 3.5295 0.183
C 3.9260 1.4376 0.6167 0.096
C 5.2147 1.5672 1.1050 -0.183
C 5.9738 2.6161 0.6076 -0.685
C 5.4695 3.4918 -0.3503 -0.572
C 4.1760 3.3650 -0.8448 -0.765
C 3.4120 2.3352 -0.3386 0.734
N -0.9809 1.6351 -1.3234 -0.008
H -6.0463 -4.4518 1.4097 0.427
H -6.9524 -2.9373 -0.2810 0.431
H -5.5365 -1.1429 -1.2820 0.576
H -3.7724 1.6516 1.7954 0.546
H -2.9349 2.8904 3.7719 0.437
H -0.7977 4.0754 3.7129 0.435
H 0.6064 4.0837 1.6691 0.562
H -3.6814 -4.2685 2.1571 0.570
H -0.5520 -3.9514 4.6671 0.569
H 1.1298 -4.2333 6.4794 0.412
H 3.2624 -3.0486 6.4093 0.420
H 3.8172 -1.5204 4.5261 0.572
H 5.5866 0.8875 1.8556 0.572
H 6.9723 2.7656 0.9868 0.430
H 6.0892 4.3038 -0.6955 0.450
H 3.7690 4.0464 -1.5742 0.547
O 2.0875 0.1272 -2.4487 -0.670
C 0.9666 -0.1671 -2.8300 0.526
O 0.0253 -0.6131 -2.1019 -0.721
C 0.5852 -0.0264 -4.2924 0.624
C 1.5793 -0.0375 -5.2653 -0.618
C 1.2380 0.0603 -6.6067 -0.560
C -0.0908 0.1648 -6.9808 -0.594
C -1.0679 0.2088 -5.9929 -0.156
C -0.7463 0.1234 -4.6458 -0.316
N -2.4621 0.3338 -6.3761 1.078
O -3.2808 0.3787 -5.4877 -0.628
O -2.7000 0.3774 -7.5596 -0.626
H 2.6103 -0.1258 -4.9583 0.505
H 2.0098 0.0503 -7.3620 0.408
H -0.3843 0.2151 -8.0203 0.490
H -1.5216 0.1806 -3.8973 0.549